Entry from the OMol25 dataset: C20H20Cl2HoN4O6 as an isolated structure in a non-equilibrium geometry (wB97M-V/def2-TZVPD).

```
! RIJCOSX wB97M-V def2-TZVPD def2/J DEFGRID3
* xyz -1 5
Ho -2.12256 -0.86388 -0.04384
O -3.72896 0.36952 0.90126
C -4.26926 -0.69778 0.48076
O -3.86686 -1.81538 0.91986
C -4.74536 -0.68878 -0.98064
O -5.86776 -0.62308 -1.43264
O -3.62406 -0.75318 -1.59474
N 0.14574 6.33582 0.55156
C -0.38966 5.59812 -0.48444
O -0.50646 6.08172 -1.60184
C -0.71526 4.20392 -0.16944
C -0.22226 3.50462 0.94856
C -0.49396 2.16162 1.07856
N -1.23026 1.44712 0.20846
C -1.76306 2.13302 -0.82914
C -1.52006 3.46592 -1.05684
H 0.29304 7.30972 0.33936
H -0.11956 6.12662 1.49846
H 0.40754 3.98902 1.68066
H -0.08746 1.60212 1.91576
H -2.37986 1.56252 -1.52154
H -1.92946 3.96282 -1.92234
Cl -0.98346 -1.01608 2.49656
C -0.16576 -2.57178 2.31256
C 0.53154 -3.13438 3.35146
C 1.13174 -4.37858 3.20506
C 0.99564 -5.04718 1.99156
C 0.30944 -4.47428 0.95786
Cl 0.16484 -5.34208 -0.53694
C -0.32506 -3.18158 1.01296
N -0.89956 -2.61318 0.00776
H 0.60874 -2.60558 4.28766
H 1.66924 -4.83248 4.02166
H 1.43174 -6.02528 1.84946
O -0.50706 -0.30748 -1.90994
C 0.65864 -0.12888 -2.23194
C 1.37954 1.17992 -1.99224
C 2.35124 0.86382 -0.82164
C 2.01034 -0.39038 0.01816
C 2.47874 -1.74278 -0.55334
C 1.62614 -2.23588 -1.73084
N 1.48254 -1.12988 -2.66664
H 0.66594 1.94862 -1.70194
H 1.91774 1.52282 -2.87864
H 2.35204 1.72232 -0.14804
H 3.37044 0.75422 -1.20264
H 0.93004 -0.43288 0.21266
H 2.50734 -0.27238 0.98436
H 2.42004 -2.48308 0.24586
H 3.52554 -1.66028 -0.87014
H 0.62594 -2.51768 -1.38084
H 2.08534 -3.08698 -2.23504
H 2.38634 -0.79258 -2.98054
*
```

The calculated total energy is -90157.6231 eV. The value obtained for the energy above the lowest of the compared OMol25 structures with the same formula, charge and spin is 0.815 eV. For the lowest unoccupied orbital energy (spin up / spin down), the calculation gives 1.1849 / 1.1814 eV.


Entry from the OMol25 dataset: C36H36ClN4O4PPtSTe as an isolated structure (wB97M-V/def2-TZVPD).

```
! RIJCOSX wB97M-V def2-TZVPD def2/J DEFGRID3
* xyz 2 5
Pt 0.63605 1.20649 1.17002
C -5.05644 -5.13203 -3.18459
O -4.92094 -5.88964 -1.98253
C -4.85166 -5.25157 -0.81633
C -4.85425 -3.85373 -0.68171
C -4.78220 -3.28921 0.57281
C -4.71520 -4.10843 1.70454
C -4.75631 -5.50499 1.56728
C -4.79617 -6.07172 0.32159
N -4.71025 -3.63537 3.01562
N -4.50022 -2.47086 3.33070
C -3.72284 -1.47383 2.86943
C -4.19411 -0.15297 3.06233
C -3.47445 0.93786 2.67654
C -2.16523 0.79859 2.14123
O -1.46962 1.79558 1.80936
C -1.62104 -0.56107 2.03160
N -0.34086 -0.66712 1.60819
C 0.22358 -1.85431 1.51690
C -0.45298 -3.02530 1.86440
C -1.74918 -2.94284 2.30461
C -2.37762 -1.68692 2.38178
H -5.11301 -5.86098 -3.98545
H -4.18869 -4.48784 -3.33608
H -5.97089 -4.53781 -3.16535
H -4.93768 -3.21712 -1.54934
H -4.81953 -2.21237 0.67402
H -4.75370 -6.11464 2.46117
H -4.81905 -7.14387 0.18592
H -5.17455 -0.03760 3.50619
H -3.86529 1.93903 2.79290
H 1.25274 -1.86615 1.18284
H 0.05338 -3.97775 1.80010
H -2.27176 -3.83898 2.60622
Te 1.12510 1.93785 3.74320
C 3.12022 1.71551 4.09480
C 4.08645 1.24275 3.22457
C 5.36688 1.22163 3.80450
C 5.36161 1.68307 5.09735
S 3.81122 2.13038 5.61767
H 3.84399 0.93125 2.21823
H 6.26383 0.88783 3.30392
H 6.20517 1.77541 5.76368
C -2.01845 0.86012 -2.84773
C -0.68874 1.21844 -2.24723
O -0.33277 0.68848 -1.20112
C 0.17287 2.21114 -2.93995
C 1.51485 2.31815 -2.57083
C 2.33756 3.23789 -3.19379
C 1.82471 4.07094 -4.18323
C 0.49247 3.97230 -4.55498
C -0.32937 3.03725 -3.94378
H -2.48555 0.08807 -2.24259
H -1.89384 0.50885 -3.87298
H -2.67012 1.73498 -2.88272
H 1.88869 1.67964 -1.78005
H 3.37986 3.32052 -2.91153
H 2.46762 4.79343 -4.66870
H 0.09434 4.61840 -5.32523
H -1.36477 2.96662 -4.24828
C 4.73572 0.49732 -1.43651
P 3.53517 -0.50848 -0.56123
C 4.47171 -1.75594 0.32732
C 2.57428 -1.37227 -1.80764
O 2.67616 0.31762 0.36510
H 5.40120 -0.12444 -2.03602
H 5.32840 1.05952 -0.71410
H 4.21742 1.19484 -2.09459
H 5.03711 -2.37932 -0.36603
H 3.79345 -2.38885 0.90043
H 5.16582 -1.27594 1.01752
H 3.22912 -1.82018 -2.55579
H 1.90110 -0.66483 -2.29218
H 1.97951 -2.15983 -1.34380
Cl -0.59806 6.13642 -1.30045
C 0.63903 5.18980 -0.57455
C 1.94414 5.64644 -0.50091
C 2.89659 4.82460 0.08100
C 2.51901 3.58361 0.55614
N 1.25364 3.15789 0.48329
C 0.32305 3.94415 -0.06025
H 2.20246 6.62219 -0.88942
H 3.92553 5.14423 0.16653
H 3.22674 2.90035 1.00809
H -0.69215 3.56966 -0.08205
*
```

The calculated total energy is -95238.5802 eV. The value obtained for the energy above the lowest of the compared OMol25 structures with the same formula, charge and spin is 0.275 eV. For the lowest unoccupied orbital energy (spin up / spin down), the calculation gives -5.7498 / -6.8726 eV.


Entry from the OMol25 dataset: C25H13BrF2N2O6V as an isolated structure in a non-equilibrium geometry (wB97M-V/def2-TZVPD).

```
! RIJCOSX wB97M-V def2-TZVPD def2/J DEFGRID3
* xyz -2 4
V 1.03115 0.89919 -0.33223
O -1.77125 2.15199 2.43857
C -0.98905 2.06249 1.48887
O 0.25605 2.19789 1.48597
C -1.55065 1.97779 0.05407
C -2.74505 2.56309 -0.33213
C -2.93105 2.91949 -1.66793
C -1.84785 2.80189 -2.53273
C -0.69615 2.17379 -2.08513
N -0.60205 1.66719 -0.84153
C 0.67555 2.27219 -2.71033
O 0.83215 2.68949 -3.86043
O 1.59255 1.99219 -1.87483
H -3.49365 2.77649 0.41827
H -3.86185 3.36829 -1.99613
H -1.86275 3.20819 -3.53283
F -0.14975 -2.87081 -4.08673
C 0.64135 -2.41461 -3.06353
C 0.45005 -1.14591 -2.55303
C 1.24525 -0.67931 -1.51253
C 2.27565 -1.52031 -1.01533
C 2.42145 -2.79551 -1.55573
F 3.37695 -3.67241 -1.10123
C 1.61175 -3.27031 -2.57283
C 3.08135 -0.91301 0.02987
C 4.08625 -1.53811 0.76377
C 4.78125 -0.82681 1.72457
C 4.46245 0.52069 1.92187
C 3.45905 1.07779 1.15867
N 2.76645 0.39169 0.25357
H -0.32245 -0.52091 -2.98243
H 1.72375 -4.27321 -2.95593
H 4.30135 -2.58431 0.61697
H 5.54645 -1.31421 2.31767
H 4.97695 1.10379 2.67487
H 3.15135 2.11359 1.27967
Br -4.64695 -0.96071 -0.92193
C -3.71375 -0.89631 0.74687
C -4.46045 -0.80461 1.90877
C -3.78945 -0.77411 3.12177
C -2.40835 -0.85231 3.15937
C -1.68315 -0.94131 1.97897
C -2.33865 -0.96121 0.75257
C -0.15175 -1.00851 2.00257
O 0.38295 -1.61461 2.93277
O 0.40505 -0.46251 1.02057
H -5.54085 -0.76041 1.85807
H -4.35535 -0.68881 4.04097
H -1.86885 -0.83321 4.09607
H -1.75335 -1.03061 -0.15893
*
```

The calculated total energy is -142570.1935 eV. The value obtained for the energy above the lowest of the compared OMol25 structures with the same formula, charge and spin is 1.329 eV. For the lowest unoccupied orbital energy (spin up / spin down), the calculation gives 4.4060 / 4.4013 eV.


Entry from the OMol25 dataset: an isolated ion of composition C7H12BrN2S and charge +1 in a non-equilibrium geometry (wB97M-V/def2-TZVPD).

```
! RIJCOSX wB97M-V def2-TZVPD def2/J DEFGRID3
* xyz 1 1
C 1.25180 -2.11625 0.86076
C 0.20488 -1.35918 0.02813
C 0.35314 -1.55815 -1.52625
N 0.20372 0.10393 0.23132
C -0.65283 1.10426 0.45509
C -2.07701 0.90899 0.59438
S -2.75724 1.43616 -1.05938
C 0.00691 2.34104 0.38414
N 1.34107 2.17154 0.23131
C 1.70706 0.87445 0.12186
Br 3.14874 -0.12336 -0.30739
H 2.08036 -2.52295 0.39368
H 0.87450 -3.08366 1.20370
H 1.54418 -1.34142 1.57187
H -0.90714 -1.67292 0.29746
H 0.05732 -2.62952 -1.82574
H 1.26144 -1.39743 -2.03678
H -0.29623 -0.84945 -1.96105
H -2.64887 -0.05080 0.64993
H -2.52444 1.39006 1.41472
H -3.86353 2.13374 -0.54294
H -0.35719 3.36997 0.49079
H 2.04936 2.87096 0.33038
*
```

The calculated total energy is -91301.9929 eV. The value obtained for the energy above the lowest of the compared OMol25 structures with the same formula, charge and spin is 1.952 eV. For the lowest unoccupied orbital energy, the calculation gives -3.8932 eV.


Entry from the OMol25 dataset: a 6-piece molecular cluster, C24H49ClNO13P2 overall in a non-equilibrium geometry (wB97M-V/def2-TZVPD).

```
! RIJCOSX wB97M-V def2-TZVPD def2/J DEFGRID3
* xyz -1 1
C -2.94473 1.16445 -0.57922
C -1.69676 0.12285 -0.37163
C -1.05411 0.42611 1.08019
Cl 0.06439 1.88470 1.11740
C -0.41732 -0.91259 1.77032
C -1.71702 -1.68993 2.38360
O -2.43219 -2.50742 1.69739
O -2.12949 -1.44770 3.69888
N 0.25299 -1.76587 0.74686
C 1.38624 -1.07598 0.06219
O 2.32935 -2.06650 -0.40648
C 3.36931 -1.48932 -1.21360
O 4.00603 -0.32942 -0.64817
C 4.64276 -0.61401 0.61784
C 6.18917 -1.03511 0.52010
O 6.32105 -2.33607 1.19863
P 0.67895 -3.36315 1.34061
O 1.94178 -3.42578 2.23162
P 0.67628 -0.47589 3.27562
O -0.02150 0.84827 4.17287
O 0.73310 -1.75529 4.40701
H -3.15698 1.78336 0.36800
H -3.91446 0.61082 -0.82583
H -2.63177 1.90432 -1.40307
H -0.97741 0.30573 -1.24636
H -2.16377 -0.91974 -0.38332
H -1.95278 0.69171 1.76024
H 1.84551 -0.23547 0.68369
H 0.94796 -0.57233 -0.88937
H 4.13694 -2.30793 -1.49981
H 2.87106 -1.16523 -2.20993
H 4.11286 -1.39079 1.26733
H 4.61221 0.37477 1.22141
H 6.79738 -0.29395 1.17340
H 6.62184 -1.04205 -0.53709
H 7.25326 -2.47676 1.46777
H -0.37355 -4.04233 2.02687
H 0.97249 -4.16915 0.16852
H 0.57834 1.59803 3.96852
H 1.68864 -2.00919 4.48642
C 0.23131 5.18389 2.08688
C -1.10539 5.67427 1.59587
O -1.78726 5.00571 0.84176
C -1.56617 7.02522 2.07541
H 0.43415 4.19748 1.66282
H 1.01863 5.87135 1.76884
H 0.21862 5.09995 3.17593
H -0.85888 7.79449 1.75748
H -1.65802 7.02073 3.16410
H -2.54407 7.24838 1.64258
C -3.77870 5.00149 5.27193
C -4.24524 6.42954 5.36938
O -3.46384 7.35909 5.27150
C -5.71590 6.66467 5.59241
H -2.69863 4.98351 5.11116
H -4.00287 4.47278 6.20083
H -4.26608 4.50767 4.42857
H -6.02605 6.20997 6.53562
H -6.28924 6.24479 4.76318
H -5.90723 7.73908 5.64191
C 8.19528 -5.32287 -0.29623
C 8.59241 -4.34521 -1.37086
O 7.75997 -3.69596 -1.97506
C 10.06222 -4.20232 -1.66881
H 7.10837 -5.32132 -0.18908
H 8.51851 -6.32918 -0.57205
H 8.64125 -5.02904 0.65653
H 10.46811 -5.15901 -2.00466
H 10.59081 -3.85909 -0.77674
H 10.20041 -3.46515 -2.46296
C -1.81569 -1.98849 -4.65288
C -1.84634 -0.62992 -4.00515
O -1.06363 -0.33477 -3.12065
C -2.88138 0.34863 -4.49260
H -1.02037 -2.58643 -4.20144
H -2.76856 -2.49641 -4.49479
H -1.61396 -1.88631 -5.72135
H -3.88099 -0.05511 -4.32737
H -2.72708 0.55509 -5.55389
H -2.78462 1.28381 -3.93595
C -5.25953 -3.96540 -5.68819
C -5.72094 -2.53489 -5.59860
O -4.93553 -1.60940 -5.69660
C -7.19125 -2.29309 -5.38306
H -4.17872 -3.98815 -5.84412
H -5.49003 -4.48924 -4.75799
H -5.74538 -4.46040 -6.53181
H -7.50733 -2.74270 -4.43937
H -7.76276 -2.71399 -6.21322
H -7.37840 -1.21791 -5.33866
*
```

The calculated total energy is -84888.4415 eV. For the lowest unoccupied orbital energy, the calculation gives 2.0505 eV.


Entry from the OMol25 dataset: a 5-piece molecular cluster, C16H26FO11S overall in a non-equilibrium geometry (wB97M-V/def2-TZVPD).

```
! RIJCOSX wB97M-V def2-TZVPD def2/J DEFGRID3
* xyz -1 1
F 0.36553 0.96255 -0.24875
C -2.12247 1.51055 2.45725
C -1.23347 1.32355 3.59225
C 0.31253 1.72455 3.26125
O 0.59053 2.34755 4.47325
C -0.57047 2.73855 5.14425
O -0.55047 3.51155 6.08225
O -1.57747 2.20455 4.59925
H -1.91947 2.46055 1.89425
H -3.13047 1.39855 2.49825
H -1.90947 0.72355 1.73525
H -1.22447 0.49555 4.08725
H 0.43853 2.19955 2.25725
H 1.00753 1.02255 3.06425
C -0.53047 -2.21545 0.77325
C 0.16253 -2.59645 -0.52175
C 1.56353 -2.06845 -0.55275
O 2.25053 -3.04845 -1.28475
C 1.55853 -4.10845 -1.22675
O 1.89753 -5.23145 -1.61275
O 0.36753 -3.95845 -0.62675
H -1.46447 -2.78145 0.89925
H -0.82047 -1.13145 0.74425
H -0.10247 -2.39545 1.72425
H -0.29347 -2.03445 -1.43575
H 2.06253 -2.04145 0.42925
H 1.47053 -1.06145 -0.67675
C 4.29553 2.27455 1.54025
C 3.64653 1.21755 0.73625
C 3.52253 1.50555 -0.84075
O 4.49353 0.52355 -1.44075
C 4.87153 -0.34445 -0.48575
O 5.61153 -1.30045 -0.65975
O 4.45153 0.04955 0.80625
H 5.32553 2.26255 1.08525
H 4.46953 2.24455 2.52625
H 3.70453 3.21355 1.54625
H 2.74353 1.02555 1.18325
H 4.17953 2.39155 -1.10175
H 2.37653 1.62555 -1.39075
C -4.29447 -1.35645 -2.69775
C -2.78947 -1.30445 -2.06075
C -2.43347 0.15555 -2.27475
S -3.01347 0.65855 -3.83075
O -1.95247 0.77155 -4.80475
O -3.96947 1.74255 -3.64875
C -4.01747 -0.72145 -4.08775
H -5.04947 -0.68145 -2.00475
H -4.84647 -2.26645 -2.60175
H -2.09447 -1.84745 -2.52675
H -2.84347 -1.54045 -0.89475
H -1.42247 0.61155 -2.51975
H -2.97147 0.79155 -1.47275
H -3.71147 -1.25345 -5.05175
H -4.88047 -0.39945 -4.55675
*
```

The calculated total energy is -53085.0997 eV. The value obtained for the energy above the lowest of the compared OMol25 structures with the same formula, charge and spin is 0.214 eV. For the lowest unoccupied orbital energy, the calculation gives 2.3616 eV.


Entry from the OMol25 dataset: C6H13N3 in the gas phase (wB97M-V/def2-TZVPD).

```
! RIJCOSX wB97M-V def2-TZVPD def2/J DEFGRID3
* xyz 0 1
C 0.81899 -2.00103 0.61364
C 0.02876 -0.72192 0.56986
C -1.46473 -0.92460 0.67966
C 0.61697 0.51249 0.98211
N 1.67028 0.61002 1.85729
N 0.15228 1.56769 0.32340
C -0.11525 1.04433 -0.91769
C -1.36745 1.50282 -1.60938
N 0.85872 0.56734 -1.81864
H 0.55825 -2.62176 -0.25102
H 1.89633 -1.82563 0.58204
H 0.60263 -2.60542 1.50738
H -1.86446 -1.43009 -0.20701
H -2.00594 0.01299 0.80347
H -1.70638 -1.56681 1.53969
H 1.98606 1.54825 2.05199
H 1.67783 -0.02119 2.64355
H -1.15434 1.98320 -2.57044
H -1.91043 2.20137 -0.97484
H -2.00654 0.63780 -1.80685
H 1.74410 0.35183 -1.37858
H 0.98431 1.17831 -2.61964
*
```

The calculated total energy is -10901.2337 eV. The value obtained for the energy above the lowest of the compared OMol25 structures with the same formula, charge and spin is 2.178 eV. For the lowest unoccupied orbital energy, the calculation gives 0.8982 eV.


Entry from the OMol25 dataset: C2H3GaLiO2 as an isolated structure in a non-equilibrium geometry (wB97M-V/def2-TZVPD).

```
! RIJCOSX wB97M-V def2-TZVPD def2/J DEFGRID3
* xyz 2 2
H 1.04396 0.71181 -1.75337
O 0.95112 1.52886 -1.09645
C 0.20527 1.00632 -0.10678
C 0.26630 -0.35355 0.00896
O -0.67932 -1.06695 0.68034
Ga -1.65983 -2.26794 0.02110
Li -0.63348 -0.23931 2.29377
H -0.67924 1.56967 0.21604
H 1.18521 -0.88891 -0.26360
*
```

The calculated total energy is -58778.0678 eV. The value obtained for the energy above the lowest of the compared OMol25 structures with the same formula, charge and spin is 0.000 eV. For the lowest unoccupied orbital energy (spin up / spin down), the calculation gives -9.4249 / -13.0352 eV.